1.
The following is a DFT calculation (ωB97M-V/def2-TZVPD) of C3H5NO3 as an isolated structure.

## Properties
⟨S²⟩	2.010
HOMO (spin up / spin down)	-0.2867 / -0.3943	Ha
orbital gap (spin up / spin down)	8.506 / 7.714	eV
electronic energy	-397.486090	a.u.

```
! RIJCOSX wB97M-V def2-TZVPD def2/J DEFGRID3
* xyz 0 3
O 1.66265 0.84922 0.23846
O -0.29666 -1.22565 -1.91394
O 1.23243 -1.89144 -0.50204
N 0.42339 -1.12669 -0.94347
C 0.04938 -0.03136 -0.07032
C 0.86992 0.09605 1.14701
C -1.16792 0.71792 -0.26310
H -1.54825 1.01064 0.60037
H 1.30837 -0.93471 1.49017
H 0.35098 0.73700 1.84136
H -1.82031 0.15144 -0.87055
H -1.06398 1.64759 -0.75395
*
```

natural (NBO) population analysis, charges in e, atoms 1 to 2: -0.13, -0.43



2.
The following is a DFT calculation (ωB97M-V/def2-TZVPD) of C3H5NO3S as an isolated structure.

## Properties
HOMO	-0.3851	Ha
orbital gap	10.834	eV
electronic energy	-795.870772	a.u.

```
! RIJCOSX wB97M-V def2-TZVPD def2/J DEFGRID3
* xyz 0 1
S 0.68756 1.05387 0.69844
O -0.04517 2.08836 0.04454
O 1.31008 1.41811 1.91242
O 1.15151 -2.05112 -0.65313
N 1.61124 0.19659 -0.36882
C -1.78690 -0.07568 -0.55051
C 0.91594 -0.97448 -0.18950
C -0.23442 -0.60280 0.64306
H 2.50863 0.27410 -0.77228
H -1.65116 1.03622 -0.52824
H -2.51330 -0.69989 -0.14964
H -1.46431 -0.40268 -1.60547
H -0.48968 -1.26058 1.51912
*
```

natural (NBO) population analysis, charges in e, atoms 1 to 2: 2.27, -0.93



3.
The following is a DFT calculation (ωB97M-V/def2-TZVPD) of one molecule with the formula C3H5NO4.

## Properties
SMILES string	CO/C(=N/O)OC=O
HOMO	-0.3644	Ha
orbital gap	10.775	eV
electronic energy	-472.901953	a.u.

```
! RIJCOSX wB97M-V def2-TZVPD def2/J DEFGRID3
* xyz 0 1
O -1.09142 1.85154 0.15021
O -0.83311 -0.42687 -0.97418
O 1.32247 -0.58034 -0.36224
O -1.18943 -1.21988 1.04342
N 0.19970 1.42417 0.12723
C -1.48953 -1.23675 -0.10040
C 2.58342 -0.25043 0.27660
C 0.20434 0.34649 -0.35607
H -1.17768 2.63176 0.59704
H 3.06297 -1.38868 0.10538
H 3.00314 0.58185 -0.22617
H -2.28440 -1.82694 -0.52673
H 2.54066 -0.11862 1.38150
*
```

natural (NBO) population analysis, charges in e, atoms 1 to 2: -0.56, -0.51



4.
The following is a DFT calculation (ωB97M-V/def2-TZVPD) of C3H5NO4 as an isolated structure.

## Properties
HOMO	-0.3629	Ha
orbital gap	10.253	eV
electronic energy	-472.782760	a.u.

```
! RIJCOSX wB97M-V def2-TZVPD def2/J DEFGRID3
* xyz 0 1
O -3.68125 -0.84268 -0.13420
O 1.42416 -0.79145 -0.01185
O 0.61389 1.20222 -0.34063
O -0.65137 -0.48468 -0.02788
N -2.93804 0.42376 0.07893
C 2.72899 -0.35793 0.00272
C 0.49669 0.06771 -0.27001
C -1.65343 0.52925 0.26353
H 2.87062 0.73446 0.67496
H 3.22033 -0.43335 -1.24372
H -4.58720 -0.39400 -0.79268
H -1.28717 1.52260 0.79284
H 3.44379 -1.17592 1.00798
*
```

natural (NBO) population analysis, charges in e, atoms 1 to 2: -0.54, -0.52